DFT (wB97M-V/def2-TZVPD) results for C35H52BrN3OP2Pt as an isolated structure.

Total energy   -135506.1014 eV
LUMO (alpha / beta)   -6.1 / -8.5 eV
HOMO (alpha / beta)   -0.4393 / -0.5066 hartree
Relative energy (zero: lowest compared OMol25 entry of this formula, charge and spin)   0.00 kJ/mol
HOMO-LUMO gap (alpha / beta)   5.88 / 5.32 eV

```
! wB97M-V def2-TZVPD RIJCOSX def2/J DEFGRID3
* xyz 2 3
N 0.272 0.201 2.231
H -1.318 -1.510 7.068
C 0.973 -0.359 4.410
C 1.048 1.924 3.737
H 0.962 0.658 -2.193
H -2.077 -3.796 -0.469
P -1.551 -1.653 -1.384
C -4.368 1.439 0.947
H -1.744 0.394 -2.602
H -5.017 3.433 0.347
Br -6.128 0.720 1.286
C -0.572 -0.745 6.801
C 1.695 -0.153 -2.052
N 0.728 -1.430 6.566
H -2.746 4.113 -0.415
C -1.097 -3.826 -3.234
H 0.389 0.956 7.751
C 1.376 3.861 -1.886
N 3.792 4.352 -3.275
C 0.450 -0.736 3.179
H 1.273 2.975 3.886
P 1.538 -0.642 -0.285
H -2.221 -1.224 -4.457
H 3.857 -0.445 -2.351
H 2.391 -2.342 1.110
H 1.754 1.201 5.679
H 2.365 0.574 1.600
C -1.820 2.294 0.167
H 0.169 -1.762 2.927
H -0.851 -3.615 7.081
H -1.435 0.578 1.683
C -0.453 0.270 7.927
H -0.308 -4.292 -3.843
H -1.440 -4.573 -2.506
C 1.284 0.974 4.722
H 3.263 -2.747 -1.859
C 2.699 3.917 -3.916
H -0.306 -0.241 8.888
C 3.662 4.658 -1.979
C 3.061 0.279 -2.586
H -4.610 -2.253 -1.430
H 0.587 3.380 -3.838
H -3.262 -0.006 -1.779
C 1.011 -2.566 7.446
H -3.601 -0.141 -4.210
C -4.197 2.737 0.443
H 1.349 -1.023 -2.624
C 2.472 4.482 -1.254
H 0.548 -4.191 6.121
H 4.593 0.210 -0.475
H 0.283 2.224 1.721
C 3.406 -2.788 -0.767
H 0.435 -4.581 7.852
H 4.301 -2.205 -0.505
H -2.852 -2.474 0.447
C -3.324 0.614 1.206
C -2.461 -0.427 -2.413
H 2.465 1.506 0.096
C -3.018 -0.950 -3.747
C 2.684 0.525 0.554
H -4.587 -3.821 -0.587
H 0.789 -2.208 8.451
C 2.173 -2.334 0.025
H 2.984 0.345 -3.681
H 0.413 -2.891 -2.004
H -0.913 -0.243 5.885
O 1.896 -2.504 4.897
C -2.928 3.133 0.047
C -0.626 2.778 -0.472
C -4.014 -3.167 -1.261
C -0.491 -2.594 -2.560
C -2.011 1.004 0.807
H 4.422 -0.722 1.047
H -3.461 -0.304 1.762
H -1.375 0.864 7.977
H 2.083 -2.765 7.346
H -3.885 -3.705 -2.216
C 0.267 3.340 -1.123
H -3.697 -1.808 -3.615
C 4.181 0.226 0.543
H 3.356 1.275 -2.228
H -0.188 -1.876 -3.339
C 1.244 -1.539 5.296
C -2.676 -2.873 -0.572
H 1.329 -3.026 -0.148
H 2.391 4.774 -0.207
H 4.683 1.035 1.098
H 4.549 5.064 -1.480
C 0.227 -3.815 7.099
Pt -0.693 -0.628 0.465
C 0.498 1.521 2.519
H 2.799 3.721 -4.987
H -1.924 -3.575 -3.915
C 1.464 3.703 -3.284
H 3.595 -3.838 -0.497
*
```

Atom charges from the Mulliken analysis, given in e for atoms 1 to 2: atom 1 (N): -0.522, atom 2 (H): 0.363